[1]
Computed, not measured: a 2-piece molecular cluster, C16H33FNO4S overall at a distorted geometry, with ωB97M-V/def2-TZVPD.

The geometry in XYZ format:
```
56
Properties=species:S:1:pos:R:3:nbo_charge:R:1
C -0.893 -3.608 -4.924 -0.63
C -1.812 -3.623 -3.703 0.24
C -1.898 -5.003 -3.025 -0.47
C -2.050 -6.160 -3.991 0.06
F -2.240 -7.313 -3.255 -0.36
C -3.203 -3.009 -3.986 -0.10
O -3.404 -1.939 -3.025 -0.69
S -2.328 -1.956 -1.899 2.57
O -2.734 -2.783 -0.811 -0.92
O -1.882 -0.639 -1.601 -0.93
O -1.197 -2.698 -2.745 -0.70
H -1.433 -3.894 -5.824 0.23
H -0.078 -4.310 -4.776 0.23
H -0.486 -2.608 -5.038 0.24
H -2.761 -5.009 -2.358 0.23
H -1.010 -5.138 -2.410 0.24
H -1.154 -6.312 -4.587 0.17
H -2.913 -6.045 -4.647 0.16
H -3.249 -2.563 -4.975 0.21
H -4.010 -3.714 -3.812 0.21
C 0.622 1.947 -1.208 -0.62
C 0.989 0.782 -0.295 -0.41
C 0.113 0.653 0.950 -0.43
C 0.131 1.737 2.023 -0.23
N 1.459 2.105 2.648 -0.21
C 1.217 2.653 4.034 -0.21
C 1.008 1.434 4.912 -0.43
C 1.953 0.376 4.322 -0.43
C 2.301 0.870 2.911 -0.22
C 2.234 3.110 1.828 -0.21
C 1.789 4.570 1.894 -0.43
C 0.368 4.960 1.480 -0.62
H 0.826 2.921 -0.760 0.18
H 1.191 1.896 -2.136 0.23
H -0.438 1.913 -1.465 0.23
H 2.053 0.814 -0.036 0.18
H 0.856 -0.139 -0.864 0.24
H 0.298 -0.318 1.418 0.21
H -0.926 0.596 0.614 0.26
H -0.497 1.391 2.842 0.22
H -0.311 2.658 1.657 0.24
H 2.115 3.197 4.321 0.22
H 0.367 3.330 4.005 0.24
H -0.027 1.097 4.870 0.22
H 1.226 1.656 5.954 0.25
H 1.487 -0.607 4.303 0.24
H 2.862 0.283 4.912 0.24
H 2.120 0.135 2.138 0.24
H 3.342 1.174 2.849 0.22
H 2.261 2.741 0.807 0.24
H 3.253 3.072 2.210 0.22
H 2.486 5.092 1.235 0.24
H 1.989 4.967 2.891 0.21
H 0.075 4.520 0.527 0.21
H 0.316 6.042 1.363 0.24
H -0.373 4.694 2.234 0.20
```

- Relative energy (zero: lowest compared OMol25 entry of this formula, charge and spin): 0.0 kcal/mol
- Molar mass: 354.5 g mol⁻¹
- HOMO energy: -13.22 eV
- Charge: +1



[2]
Computed, not measured: a 3-piece molecular cluster, C16H33IN3O2 overall at a distorted geometry, with ωB97M-V/def2-TZVPD.

The geometry in XYZ format:
```
55
Properties=species:S:1:pos:R:3:nbo_charge:R:1
C -2.697 0.600 3.251 -0.62
C -2.964 0.183 1.790 -0.44
C -2.434 1.145 0.686 -0.33
I -1.926 3.139 1.375 0.15
C -1.203 0.623 -0.020 -0.06
C -0.192 -0.079 0.631 -0.09
C 0.918 -0.477 -0.106 -0.21
C 0.976 -0.160 -1.426 0.07
N -0.009 0.496 -2.040 -0.41
C -1.090 0.894 -1.356 0.09
H -3.125 -0.193 3.880 0.23
H -3.230 1.509 3.540 0.23
H -1.621 0.675 3.442 0.21
H -4.056 0.146 1.679 0.23
H -2.621 -0.849 1.632 0.21
H -3.247 1.298 -0.028 0.24
H -0.299 -0.280 1.695 0.26
H 1.704 -1.021 0.407 0.26
H 1.834 -0.444 -2.029 0.25
H 0.075 0.731 -3.030 0.46
H -1.853 1.430 -1.913 0.24
C 0.851 -3.310 7.282 -0.62
C 0.785 -1.786 7.248 -0.08
C -0.518 -1.239 6.643 -0.08
O -0.596 -1.320 5.227 -0.56
C -0.980 -2.589 4.728 -0.25
N 1.967 -1.276 6.546 -0.82
H 1.073 -3.738 6.304 0.20
H 1.643 -3.636 7.957 0.23
H -0.088 -3.738 7.640 0.21
H 0.829 -1.436 8.283 0.20
H -0.574 -0.172 6.876 0.19
H -1.399 -1.705 7.103 0.17
H -1.692 -3.090 5.388 0.18
H -0.105 -3.224 4.570 0.17
H -1.455 -2.437 3.756 0.17
H 1.982 -0.262 6.615 0.35
H 1.832 -1.451 5.553 0.35
C 2.691 1.417 -6.077 -0.62
C 1.213 1.037 -6.070 -0.07
C 0.641 0.745 -7.466 -0.08
O 0.391 1.895 -8.245 -0.54
C 1.525 2.436 -8.905 -0.25
N 0.452 2.097 -5.387 -0.86
H 2.854 2.441 -6.408 0.22
H 3.106 1.341 -5.070 0.21
H 3.264 0.751 -6.723 0.22
H 1.118 0.115 -5.484 0.17
H -0.333 0.263 -7.336 0.18
H 1.271 0.034 -8.015 0.17
H 2.223 1.657 -9.222 0.17
H 2.035 3.161 -8.267 0.17
H 1.173 2.967 -9.788 0.20
H -0.516 1.796 -5.294 0.34
H 0.395 2.888 -6.023 0.38
```

- Molar mass: 426.4 g mol⁻¹
- HOMO energy: -11.13 eV
- Charge: +1



| no. | Kohn-Sham gap (eV) | LUMO (eV) |
| --- | --- | --- |
| 1 | 11.134 | -2.09 |
| 2 | 6.815 | -4.32 |